ORCA calculation (ωB97M-V/def2-TZVPD) on a molecular structure, C18H36As2O4PPdTe.

```
! RIJCOSX wB97M-V def2-TZVPD def2/J DEFGRID3
* xyz 1 1
Pd -0.09352 0.05149 -0.20183
C 3.24258 -1.04967 -1.23096
As 2.20463 0.28471 -0.28730
C 2.83776 1.96793 -1.00945
C 2.93283 0.25136 1.51254
C 4.25510 0.57003 1.79107
C 4.71474 0.53339 3.10008
C 3.86095 0.16989 4.13062
C 2.54105 -0.16320 3.85803
C 2.07859 -0.12136 2.54947
As 0.26881 -0.57747 2.04538
C -0.89948 0.00042 3.47995
C 0.18407 -2.50776 2.17418
H 4.30604 -0.84137 -1.12737
H 2.95777 -1.03671 -2.28110
H 3.01996 -2.03099 -0.81610
H 3.91293 2.06906 -0.87345
H 2.30992 2.76639 -0.49220
H 2.60691 2.00849 -2.07156
H 4.93309 0.85546 0.99524
H 5.74187 0.79378 3.31778
H 4.22360 0.14456 5.14953
H 1.87989 -0.45130 4.66677
H -0.91959 -0.75115 4.26727
H -1.90041 0.12365 3.07094
H -0.54806 0.94821 3.88086
H 0.46389 -2.82262 3.17869
H 0.86169 -2.95077 1.44667
H -0.83441 -2.81763 1.94609
C -0.34400 2.97196 1.92292
C -0.42430 3.83965 0.69098
O -0.30768 3.02055 -0.46241
C -0.43154 3.80987 -1.64263
C -0.53335 2.93355 -2.86409
H -0.47912 3.57499 2.82153
H 0.62898 2.47777 1.98640
H -1.13254 2.21966 1.88412
H 0.37235 4.59537 0.69104
H -1.38030 4.37494 0.66395
H 0.42584 4.49268 -1.71192
H -1.33156 4.43086 -1.56256
H 0.33126 2.27860 -2.96163
H -0.59039 3.55688 -3.75724
H -1.42567 2.31148 -2.81632
C -5.28161 -0.59853 -3.41104
C -4.12701 -1.53122 -3.14526
O -3.73961 -1.39654 -1.75655
P -2.28193 -1.42125 -1.16820
O -2.15171 -0.38848 -0.07037
Te -0.52252 -0.91640 -2.70598
O -2.11669 -2.84282 -0.47832
C -2.14124 -4.03901 -1.29782
C -0.86665 -4.81579 -1.06967
H -5.61065 -0.71231 -4.44420
H -4.98028 0.43646 -3.25405
H -6.11867 -0.82646 -2.75299
H -3.26932 -1.29073 -3.77733
H -4.40632 -2.57256 -3.30623
H -2.23953 -3.76635 -2.35247
H -3.02710 -4.59890 -1.00244
H -0.00797 -4.17099 -1.26194
H -0.81777 -5.66568 -1.75044
H -0.81460 -5.18807 -0.04671
*
```

lowest unoccupied orbital energy = -3.33 eV
HOMO level = -10.6493 eV
orbital gap = 7.3 eV
E_tot = -6217.1316 a.u.

What are the natural (NBO) partial charges on each atom? They are as follows, in elementary charge units: 0.37 -0.94 1.18 -0.94 -0.37 -0.19 -0.18 -0.20 -0.14 -0.38 1.11 -0.95 -0.94 0.24 0.25 0.25 0.24 0.26 0.25 0.22 0.23 0.23 0.21 0.24 0.26 0.25 0.24 0.24 0.26 -0.63 -0.06 -0.57 -0.06 -0.62 0.23 0.20 0.21 0.17 0.18 0.16 0.18 0.20 0.23 0.22 -0.63 -0.05 -0.83 2.08 -1.10 -0.37 -0.84 -0.07 -0.63 0.23 0.22 0.22 0.19 0.19 0.18 0.20 0.22 0.23 0.22